ORCA calculation (ωB97M-V/def2-TZVPD) on a molecular structure, C34H53B2BeF8IN4NaO15S2.

Last column: Mulliken charge in e.
Cartesian coordinates (Å):
C 3.1422 -1.5687 5.3419  -1.381
C 2.9936 -1.4665 3.8340  -0.273
C 1.7603 -0.7295 3.4662  -0.649
C 1.5985 -0.5377 1.9766  -1.791
N 0.3320 -1.2131 1.4912  0.916
C 0.5673 -2.2170 0.4457  -1.757
C -0.5038 -3.2589 0.4103  -0.920
C -0.6222 -3.8607 1.7544  -0.035
C -1.7140 -4.9312 1.8946  -0.803
B -1.4227 -5.5725 3.2380  0.342
O -1.2892 -4.8780 4.3230  -0.251
I -1.1564 -7.7576 3.4768  -0.170
C -0.6251 -0.3827 1.2313  -0.292
S -1.4012 -0.1588 -0.1998  -0.480
S -1.1032 0.6651 2.5917  0.042
C -2.8922 0.6764 2.5807  -1.001
C -3.4884 -0.2595 3.5552  -0.569
C -3.4052 -1.6918 3.0756  -0.726
H 2.9859 -2.5702 5.6592  0.353
H 2.4134 -0.9501 5.8051  0.360
H 4.1003 -1.2213 5.6482  0.324
H 2.8949 -2.4560 3.4312  0.121
H 3.7941 -0.9303 3.3886  0.435
H 1.7328 0.2044 3.9499  0.494
H 0.9001 -1.2689 3.8161  0.659
H 1.5552 0.5010 1.8130  0.503
H 2.4347 -0.9195 1.4562  0.780
H 0.7558 -1.7823 -0.5099  0.470
H 1.4493 -2.7280 0.7274  0.810
H -0.2397 -3.9863 -0.3256  0.699
H -1.4401 -2.8443 0.1115  0.332
H 0.3168 -4.2849 2.0310  0.197
H -0.8152 -3.1270 2.4851  0.343
H -2.6601 -4.4421 1.9517  0.155
H -1.7002 -5.6090 1.0707  0.320
H -2.1408 -4.6314 4.7039  0.319
H -3.2401 0.4913 1.5888  0.561
H -3.1621 1.6707 2.8375  0.256
H -4.5074 0.0417 3.6865  0.373
H -2.9877 -0.1824 4.4924  0.333
H -4.3768 -2.1329 3.0658  0.502
H -2.9853 -1.7092 2.0986  0.105
H -2.7585 -2.2609 3.6897  0.096
N -0.0820 4.2894 2.2643  1.091
O -1.1873 4.2927 2.8881  -0.669
O -0.0907 4.4495 0.9967  -0.698
O 0.9552 4.1490 2.8440  -0.630
C -2.9426 3.3201 -1.7233  -0.701
N -3.9167 3.9951 -0.8351  0.115
C -3.4760 4.3506 0.3746  -0.607
C -4.3133 5.0031 1.2487  -0.573
C -5.6102 5.2881 0.8734  0.772
C -6.0475 4.8853 -0.3913  -0.651
C -5.1791 4.2417 -1.2255  -0.263
C -6.5138 6.0215 1.7846  0.664
C -7.1179 7.2058 1.3929  -0.883
C -7.9852 7.8410 2.2488  -0.180
N -8.2569 7.3304 3.4504  0.091
C -7.6689 6.1977 3.8653  -0.349
C -6.7966 5.5277 3.0589  -0.653
C -9.2399 8.0181 4.3275  -1.051
H -2.5887 2.4389 -1.1904  0.226
H -2.1225 4.0012 -1.9261  0.346
H -3.4264 3.0276 -2.6491  0.293
H -2.4057 4.1271 0.6379  0.373
H -3.9088 5.2855 2.2119  0.707
H -7.0589 5.0673 -0.7231  0.544
H -5.4673 3.9115 -2.2107  0.376
H -6.9238 7.6456 0.4272  0.524
H -8.4919 8.7673 1.9744  0.564
H -7.9307 5.8470 4.8511  0.455
H -6.3504 4.6110 3.4138  0.595
H -8.7541 8.2497 5.2710  0.359
H -10.0809 7.3498 4.4821  0.362
H -9.5864 8.9328 3.8463  0.461
C 4.1796 -3.2867 -1.7445  0.627
O 3.4559 -3.8652 -0.8964  -0.496
O 5.2456 -4.1013 -2.2005  -0.325
O 4.0771 -2.1630 -2.2091  -0.665
H 5.0406 -4.8739 -1.6520  0.211
C 7.9991 -6.4298 -7.2007  -1.081
C 6.7659 -7.1201 -6.6590  -0.236
O 6.9262 -7.5144 -5.2862  -0.345
C 6.8267 -6.5291 -4.3933  0.271
O 6.6181 -5.3864 -4.6244  -0.436
C 6.9974 -7.1264 -2.9798  0.993
F 8.0832 -7.9292 -2.9391  -0.285
F 5.9234 -7.8771 -2.6730  -0.279
F 7.1368 -6.1910 -2.0574  -0.220
H 8.8752 -7.0665 -7.0750  0.299
H 7.8716 -6.2068 -8.2593  0.369
H 8.1908 -5.4979 -6.6749  0.295
H 6.5837 -8.0444 -7.2014  0.319
H 5.8798 -6.4963 -6.7598  0.326
Na -1.2388 -9.9521 1.8147  0.683
C 5.7647 -1.7909 -4.7400  -0.682
C 6.4486 -0.6213 -4.0900  -0.248
O 7.3540 0.0700 -5.0043  -0.345
C 6.8016 0.8647 -5.8827  0.730
O 5.6374 1.1243 -6.0278  -0.555
O 7.7918 1.3865 -6.6508  -0.343
C 7.3158 2.2153 -7.6940  -0.645
H 6.4957 -2.4727 -5.1819  0.271
H 5.1813 -2.3257 -3.9950  0.069
H 5.0972 -1.4650 -5.5395  0.308
H 7.0789 -0.9622 -3.2750  0.307
H 5.7312 0.0818 -3.6771  0.327
H 6.6587 3.0014 -7.3179  0.318
H 6.7987 1.6305 -8.4576  0.383
H 8.2080 2.6903 -8.1677  0.164
B -10.9528 10.2454 1.9772  0.534
F -11.7789 9.1754 1.6527  -0.389
F -9.7598 10.1357 1.2254  -0.412
F -11.5655 11.4455 1.7315  -0.341
F -10.5768 10.1406 3.3426  -0.389
F 3.6311 1.0274 2.8226  -0.797
Be 8.0581 4.2738 -9.2513  -0.055
C 2.6730 -6.4059 1.1796  0.877
O 3.1291 -6.5115 0.0489  -0.387
O 1.5961 -6.9761 1.5410  -0.440
O 3.2217 -5.7182 2.0825  -0.400

Cartesian forces (eV/Å) of the 2 atoms listed first:
0.104 0.156 -0.816
-0.324 -0.421 0.621

## Properties
total charge: -1
E_tot: -4794.53551 Eh